1.
Entry from the OMol25 dataset: a 11-piece molecular cluster, C6H34N2O10 overall in a non-equilibrium geometry (ωB97M-V with the def2-TZVPD basis set).

Summary:
orbital gap = 8.51 eV
net charge = 0
maximum force = 3.35 eV Å⁻¹
ΔE to the lowest compared entry with this formula, charge and spin = 37.00 kcal per mole
HOMO = -8.52 eV
DFT total energy = -1110.84764 Ha

Atoms and positions in Å:
N1 0.157 1.346 1.516
C1 0.993 2.130 2.377
C2 1.555 1.247 3.512
C3 1.400 -0.150 2.885
C4 0.693 -0.043 1.539
C5 1.403 -0.412 0.250
N2 1.101 -1.776 -0.185
C6 1.807 -2.076 -1.500
H1 -0.831 1.457 1.623
H2 0.505 3.072 2.642
H3 1.878 2.550 1.876
H4 1.220 1.380 4.544
H5 2.606 1.492 3.702
H6 0.936 -0.845 3.592
H7 2.330 -0.720 2.760
H8 -0.232 -0.610 1.636
H9 2.473 -0.200 0.452
H10 1.178 0.268 -0.570
H11 1.418 -2.448 0.512
H12 2.818 -2.427 -1.353
H13 1.609 -1.160 -2.047
H14 1.073 -2.748 -1.890
H15 -2.217 2.785 2.118
H16 -2.780 3.874 1.244
O1 -2.381 2.998 1.192
H17 -4.995 -0.131 1.841
H18 -4.411 0.868 0.902
O2 -5.209 0.339 1.026
H19 1.116 1.114 -4.788
H20 2.210 0.884 -3.798
O3 1.698 1.599 -4.189
H21 0.621 3.726 -2.042
H22 1.898 2.963 -2.375
O4 1.447 3.421 -1.656
H23 -1.038 1.572 -1.691
H24 -2.232 1.864 -0.850
O5 -1.867 2.068 -1.721
H25 -0.587 -1.218 -4.841
H26 -0.564 -0.326 -3.673
O6 0.050 -0.780 -4.266
H27 1.626 -4.537 1.900
H28 2.553 -3.514 2.611
O7 2.302 -3.869 1.753
H29 -0.256 -2.771 2.158
H30 -1.622 -3.139 1.616
O8 -1.195 -2.694 2.358
H31 -0.418 -3.400 -0.660
H32 -1.775 -2.940 -0.334
O9 -1.289 -3.767 -0.444
H33 -2.382 1.747 -3.566
H34 -3.626 0.942 -3.636
O10 -2.767 0.996 -4.062

Forces on atoms 1 to 2 (eV/Å):
N 1.42 -0.28 -0.58
C 0.42 1.69 0.47

***

2.
Entry from the OMol25 dataset: Cl3HN2 as an isolated structure in a non-equilibrium geometry (ωB97M-V with the def2-TZVPD basis set).

Summary:
orbital gap (alpha / beta) = 9.23 / 7.93 eV
net charge = 0
maximum force = 2.94 eV Å⁻¹
ΔE to the lowest compared entry with this formula, charge and spin = 2.65 kcal per mole
2S+1 = 3
HOMO (alpha / beta) = -8.88 / -9.94 eV
<S²> = 2.01
DFT total energy = -1490.45220 Ha

Atoms and positions in Å:
N1 0.128 -0.205 0.774
N2 2.192 0.303 -0.510
Cl1 0.406 -1.817 0.790
Cl2 2.633 -1.240 -0.797
Cl3 3.143 1.027 0.673
H1 -0.543 0.174 0.160

Forces on atoms 1 to 2 (eV/Å):
N 1.42 0.47 2.53
N 0.11 1.26 -0.21

***

3.
Entry from the OMol25 dataset: an isolated molecule of C5H7NO (ωB97M-V with the def2-TZVPD basis set).

Summary:
orbital gap = 7.59 eV
net charge = 0
maximum force = 0.46 eV Å⁻¹
ΔE to the lowest compared entry with this formula, charge and spin = 39.00 kcal per mole
HOMO = -7.41 eV
DFT total energy = -324.66232 Ha

Atoms and positions in Å:
C1 1.667 0.705 -0.334
C2 0.139 0.563 -0.285
C3 -0.321 -0.693 -0.935
N1 -1.156 -1.289 -0.179
C4 -1.419 -0.509 1.201
O1 -2.251 -1.008 1.935
C5 -0.528 0.532 1.052
H1 1.944 1.756 -0.261
H2 2.117 0.320 -1.254
H3 2.121 0.171 0.496
H4 0.015 -1.083 -1.896
H5 -1.620 -2.158 -0.410
H6 -0.401 1.321 1.774
H7 -0.309 1.372 -0.903

Forces on atoms 1 to 2 (eV/Å):
C 0.18 0.12 0.04
C -0.09 0.02 -0.28

***

4.
Entry from the OMol25 dataset: an isolated ion of composition C7H18N3O2 and charge +1 in a non-equilibrium geometry (ωB97M-V with the def2-TZVPD basis set).

Summary:
orbital gap = 10.39 eV
net charge = +1
maximum force = 6.26 eV Å⁻¹
ΔE to the lowest compared entry with this formula, charge and spin = 24.13 kcal per mole
HOMO = -13.16 eV
DFT total energy = -591.94401 Ha

Atoms and positions in Å:
C1 0.720 0.008 1.284
C2 0.881 1.264 0.431
C3 -0.585 0.031 2.175
C4 1.217 1.157 -1.106
C5 0.416 -0.008 -1.748
C6 -3.474 -1.004 -0.069
C7 3.291 0.021 -0.555
N1 -1.715 -0.771 1.690
N2 1.122 -0.362 -2.781
N3 -2.415 -0.168 0.560
O1 -0.659 -0.476 -1.444
O2 2.628 1.064 -1.241
H1 0.572 -0.971 0.658
H2 1.431 -0.186 1.959
H3 -0.118 1.851 0.510
H4 1.569 1.873 1.083
H5 -0.293 -0.501 3.110
H6 -0.902 1.000 2.447
H7 0.908 2.061 -1.547
H8 -4.200 -1.192 0.636
H9 -3.993 -0.547 -0.985
H10 -2.914 -1.886 -0.350
H11 3.089 -0.006 0.470
H12 4.372 0.127 -0.891
H13 2.971 -1.081 -0.955
H14 2.078 0.019 -2.975
H15 0.722 -1.080 -3.389
H16 -1.733 -0.219 -0.222
H17 -2.724 0.907 0.764
H18 -2.264 -0.927 2.482

Forces on atoms 1 to 2 (eV/Å):
C -5.12 -1.80 -3.12
C -1.47 1.43 0.93

***

5.
Entry from the OMol25 dataset: an isolated molecule of C5H8O in a non-equilibrium geometry (ωB97M-V with the def2-TZVPD basis set).

Summary:
orbital gap = 10.01 eV
net charge = 0
maximum force = 5.44 eV Å⁻¹
ΔE to the lowest compared entry with this formula, charge and spin = 54.98 kcal per mole
HOMO = -8.92 eV
DFT total energy = -270.47028 Ha

Atoms and positions in Å:
C1 0.832 -0.432 0.388
C2 1.657 -1.343 0.077
C3 -0.812 0.629 1.225
C4 -0.008 0.706 -0.092
C5 -0.857 0.325 -1.306
O1 0.037 -0.498 1.569
H1 1.886 -2.065 0.935
H2 2.208 -1.353 -0.857
H3 -0.564 1.453 1.923
H4 -1.875 0.396 1.197
H5 0.634 1.695 -0.203
H6 -1.379 -0.539 -1.090
H7 -0.145 -0.011 -2.113
H8 -1.614 1.037 -1.652

Forces on atoms 1 to 2 (eV/Å):
C -4.48 1.96 2.38
C 3.11 -2.92 0.42

***

6.
Entry from the OMol25 dataset: an isolated molecule of C16H18N2O5S in a non-equilibrium geometry (ωB97M-V with the def2-TZVPD basis set).

Summary:
orbital gap = 8.44 eV
net charge = 0
maximum force = 1.44 eV Å⁻¹
ΔE to the lowest compared entry with this formula, charge and spin = 72.24 kcal per mole
HOMO = -8.89 eV
DFT total energy = -1504.38866 Ha

Atoms and positions in Å:
C1 6.484 1.344 -0.263
H1 7.527 1.533 -0.509
O1 6.113 0.194 -0.989
C2 4.746 -0.103 -0.962
C3 4.276 -0.669 0.395
N1 2.938 -1.198 0.305
C4 1.866 -0.517 0.728
O2 1.928 0.580 1.277
C5 0.577 -1.189 0.477
C6 -0.723 -0.895 0.840
C7 -1.483 -1.921 0.179
N2 -0.685 -2.719 -0.479
O3 0.580 -2.288 -0.304
C8 -2.949 -2.041 0.098
H2 -3.253 -3.072 -0.062
H3 -3.432 -1.598 0.967
S1 -3.526 -1.138 -1.406
C9 -2.940 0.493 -0.961
C10 -1.664 0.875 -1.343
C11 -1.148 2.099 -0.938
C12 -1.946 2.931 -0.160
C13 -3.229 2.556 0.197
C14 -3.735 1.331 -0.200
H4 -4.727 1.019 0.087
H5 -3.835 3.214 0.800
H6 -1.552 3.880 0.172
C15 0.250 2.498 -1.299
H7 0.626 1.897 -2.124
H8 0.288 3.548 -1.583
H9 0.911 2.362 -0.442
H10 -1.075 0.212 -1.962
C16 -1.287 0.129 1.769
O4 -2.424 0.040 2.159
O5 -0.494 1.107 2.155
H11 0.446 1.035 1.833
H12 2.797 -2.066 -0.190
H13 4.261 0.119 1.150
H14 4.960 -1.463 0.706
H15 4.145 0.785 -1.212
H16 4.599 -0.860 -1.739
H17 6.392 1.195 0.817
H18 5.878 2.209 -0.558

Forces on atoms 1 to 2 (eV/Å):
C 0.02 0.02 0.02
H -0.02 0.08 0.07

***

7.
Entry from the OMol25 dataset: a 11-piece molecular cluster, C40H100N4O14S3 overall in a non-equilibrium geometry (ωB97M-V with the def2-TZVPD basis set).

Summary:
orbital gap = 9.13 eV
net charge = 0
maximum force = 1.83 eV Å⁻¹
ΔE to the lowest compared entry with this formula, charge and spin = 0.00 kcal per mole
HOMO = -8.81 eV
DFT total energy = -4050.89183 Ha

Atoms and positions in Å:
C1 -1.549 4.858 -3.716
C2 -2.840 4.468 -3.030
C3 -3.531 3.273 -3.643
O1 -2.562 4.145 -1.626
H1 -1.728 5.271 -4.713
H2 -0.929 3.969 -3.867
H3 -1.021 5.606 -3.132
H4 -3.561 5.292 -2.997
H5 -3.601 3.385 -4.728
H6 -4.524 3.127 -3.226
H7 -2.936 2.367 -3.488
H8 -2.540 5.010 -1.197
C4 2.271 -0.164 4.316
C5 2.132 -1.368 3.428
C6 3.352 -1.742 2.604
O2 1.668 -2.479 4.237
H9 2.913 -0.400 5.166
H10 1.271 0.044 4.703
H11 2.618 0.713 3.777
H12 1.268 -1.183 2.768
H13 4.211 -1.846 3.267
H14 3.496 -0.989 1.833
H15 3.195 -2.686 2.070
H16 1.998 -3.301 3.862
C7 -0.021 -3.024 -5.342
C8 0.792 -1.825 -4.925
C9 -0.087 -0.571 -4.809
O3 1.399 -2.083 -3.653
H17 -0.701 -2.869 -6.182
H18 -0.643 -3.390 -4.523
H19 0.583 -3.896 -5.611
H20 1.592 -1.549 -5.614
H21 -0.816 -0.680 -4.002
H22 -0.646 -0.432 -5.740
H23 0.508 0.338 -4.722
H24 0.816 -1.737 -2.966
C10 4.828 -4.193 -2.996
C11 4.261 -3.170 -2.011
C12 5.176 -2.906 -0.839
O4 4.088 -1.909 -2.681
H25 5.599 -4.845 -2.578
H26 5.225 -3.749 -3.907
H27 4.017 -4.855 -3.322
H28 3.266 -3.490 -1.685
H29 4.729 -2.239 -0.102
H30 6.109 -2.485 -1.220
H31 5.433 -3.844 -0.339
H32 3.230 -1.892 -3.129
C13 1.955 -6.766 -1.542
C14 0.840 -7.062 -2.532
C15 -0.002 -5.832 -2.776
O5 -0.744 -5.469 -1.645
C16 -1.335 -4.215 -1.843
N1 1.329 -7.600 -3.813
H33 2.735 -6.143 -1.996
H34 2.517 -7.649 -1.218
H35 1.573 -6.258 -0.653
H36 0.167 -7.835 -2.145
H37 -0.663 -6.031 -3.634
H38 0.674 -5.013 -3.083
H39 -1.888 -4.182 -2.795
H40 -0.578 -3.427 -1.976
H41 -1.988 -3.935 -1.022
H42 1.952 -8.364 -3.570
H43 1.901 -6.925 -4.313
C17 -3.194 -7.487 3.223
C18 -3.407 -6.107 2.634
C19 -2.089 -5.447 2.235
O6 -2.256 -4.044 2.275
C20 -1.029 -3.367 2.074
N2 -4.342 -6.202 1.498
H44 -2.725 -7.452 4.207
H45 -2.519 -8.076 2.592
H46 -4.150 -8.001 3.306
H47 -3.902 -5.462 3.363
H48 -1.744 -5.772 1.244
H49 -1.324 -5.754 2.971
H50 -0.295 -3.665 2.831
H51 -1.218 -2.301 2.123
H52 -0.626 -3.617 1.082
H53 -4.403 -5.287 1.058
H54 -3.944 -6.797 0.775
C21 -1.571 8.707 2.449
C22 -2.237 7.891 3.574
C23 -2.432 6.460 3.148
O7 -3.427 6.404 2.167
C24 -3.756 5.062 1.815
N3 -1.425 7.895 4.794
H55 -2.146 8.654 1.519
H56 -0.616 8.254 2.169
H57 -1.523 9.746 2.773
H58 -3.223 8.315 3.771
H59 -2.713 5.852 4.024
H60 -1.465 6.042 2.814
H61 -2.861 4.507 1.513
H62 -4.523 5.124 1.051
H63 -4.138 4.551 2.709
H64 -1.164 8.847 5.017
H65 -0.592 7.330 4.705
C25 -2.097 -0.190 -1.036
C26 -0.998 0.418 -0.153
C27 0.353 0.435 -0.812
O8 0.726 -0.858 -1.269
C28 1.482 -1.606 -0.332
N4 -1.381 1.794 0.259
H66 -2.992 -0.396 -0.452
H67 -1.759 -1.092 -1.550
H68 -2.338 0.525 -1.831
H69 -1.024 -0.143 0.783
H70 1.065 0.803 -0.062
H71 0.322 1.133 -1.654
H72 1.048 -1.490 0.669
H73 2.502 -1.218 -0.293
H74 1.406 -2.657 -0.601
H75 -1.636 2.301 -0.588
H76 -2.234 1.683 0.806
C29 1.256 3.919 -1.239
C30 1.679 3.986 0.227
C31 1.094 5.243 0.851
S1 0.890 6.401 -0.508
O9 1.738 7.547 -0.354
O10 -0.520 6.566 -0.789
C32 1.549 5.299 -1.779
H77 0.183 3.719 -1.326
H78 1.794 3.121 -1.751
H79 2.778 4.032 0.245
H80 1.482 3.117 0.852
H81 1.685 5.677 1.653
H82 0.100 5.008 1.233
H83 2.619 5.518 -1.806
H84 1.066 5.612 -2.698
C33 -5.352 -1.072 3.209
C34 -6.556 -0.146 3.492
C35 -6.193 1.177 2.836
S2 -4.439 1.406 3.119
O11 -4.168 2.243 4.259
O12 -3.807 1.735 1.860
C36 -4.136 -0.304 3.633
H85 -5.372 -1.260 2.130
H86 -5.472 -2.046 3.680
H87 -6.749 0.001 4.555
H88 -7.440 -0.600 3.046
H89 -6.727 2.076 3.143
H90 -6.316 1.171 1.750
H91 -4.178 -0.150 4.717
H92 -3.115 -0.604 3.418
C37 5.604 1.697 -1.470
C38 6.727 2.304 -0.623
C39 6.129 2.684 0.721
S3 5.098 1.266 1.121
O13 3.838 1.716 1.668
O14 5.916 0.321 1.839
C40 4.819 0.715 -0.581
H93 5.999 1.196 -2.349
H94 4.925 2.499 -1.770
H95 7.154 3.193 -1.088
H96 7.522 1.567 -0.488
H97 5.420 3.506 0.603
H98 6.823 2.837 1.540
H99 3.743 0.794 -0.705
H100 5.186 -0.304 -0.676

Forces on atoms 1 to 2 (eV/Å):
C -0.16 -0.07 -0.53
C -0.18 -0.20 1.06

***

8.
Entry from the OMol25 dataset: an isolated molecule of C21H26N2O3 (ωB97M-V with the def2-TZVPD basis set).

Summary:
orbital gap = 9.09 eV
net charge = 0
maximum force = 0.55 eV Å⁻¹
ΔE to the lowest compared entry with this formula, charge and spin = 14.88 kcal per mole
HOMO = -8.40 eV
DFT total energy = -1151.11506 Ha

Atoms and positions in Å:
C1 -2.223 -3.225 0.600
C2 -2.338 -1.847 -0.017
O1 -2.477 -1.652 -1.204
N1 -2.284 -0.846 0.904
C3 -2.226 0.526 0.553
C4 -1.057 1.238 0.842
C5 -0.959 2.566 0.431
C6 -2.039 3.160 -0.212
C7 -3.203 2.457 -0.446
C8 -3.315 1.123 -0.082
C9 -4.566 0.355 -0.367
H1 -4.857 -0.245 0.494
H2 -5.377 1.030 -0.623
H3 -4.396 -0.324 -1.201
H4 -4.035 2.945 -0.932
H5 -1.964 4.189 -0.530
C10 0.332 3.334 0.536
N2 1.278 2.789 -0.423
C11 2.542 2.446 -0.129
O2 3.086 2.665 0.933
C12 3.230 1.739 -1.307
O3 2.423 0.708 -1.830
C13 2.213 -0.415 -1.061
C14 2.853 -0.650 0.149
C15 2.608 -1.808 0.878
C16 1.711 -2.739 0.374
C17 1.068 -2.503 -0.829
C18 1.294 -1.348 -1.562
C19 0.543 -1.115 -2.837
H6 -0.519 -0.993 -2.615
H7 0.909 -0.229 -3.347
H8 0.644 -1.977 -3.498
H9 0.364 -3.225 -1.216
H10 1.516 -3.649 0.924
C20 3.312 -2.033 2.183
H11 2.747 -2.712 2.819
H12 4.293 -2.475 2.005
H13 3.458 -1.092 2.709
H14 3.539 0.074 0.560
H15 3.352 2.452 -2.129
H16 4.220 1.382 -1.002
H17 0.894 2.484 -1.306
H18 0.155 4.391 0.308
H19 0.794 3.271 1.524
C21 0.043 0.530 1.580
H20 -0.270 0.315 2.605
H21 0.954 1.114 1.629
H22 0.277 -0.416 1.089
H23 -1.969 -1.082 1.834
H24 -2.999 -3.369 1.348
H25 -2.331 -3.976 -0.179
H26 -1.250 -3.340 1.074

Forces on atoms 1 to 2 (eV/Å):
C -0.06 -0.03 -0.27
C 0.09 -0.46 0.28